Entry 1:
Below is a structure of composition C8H19FeNO4S3 in a non-equilibrium geometry, with properties calculated with ωB97M-V/def2-TZVPD.

Element x y z (Å)
S: 2.12 0.30 -0.15
C: 0.79 1.13 3.85
C: -1.34 -2.20 -1.02
C: 1.18 -2.02 -1.50
H: 1.26 -3.11 -1.44
H: 2.44 2.39 -1.39
H: -2.14 -2.38 0.99
C: 2.39 -1.36 -0.84
H: -3.33 -1.81 -0.17
H: -0.19 1.60 3.98
S: -1.99 -0.09 0.77
Fe: -0.23 0.50 -0.92
H: -1.70 -1.87 -2.01
H: -3.52 0.45 -1.00
H: -3.06 1.94 -0.07
O: -0.10 2.03 0.29
H: 1.89 -0.71 3.74
C: -3.34 0.87 0.00
H: 2.69 -1.93 0.05
S: -0.47 3.02 -0.86
C: 2.76 1.34 -1.51
H: 1.07 -1.72 -2.56
C: -2.28 -1.75 0.10
H: 1.60 1.79 3.52
H: 2.40 0.94 -2.46
H: 0.09 -0.87 4.16
N: -0.02 -1.59 -0.74
H: 0.18 -1.65 0.26
O: -1.74 3.64 -0.55
H: 3.25 -1.30 -1.50
O: 0.64 3.91 -1.10
O: -0.63 2.00 -2.05
H: -4.22 0.74 0.65
H: -1.24 -3.29 -1.00
C: 0.93 -0.21 3.89
H: 3.85 1.25 -1.41

Kohn-Sham gap (alpha / beta), eV: 9.43 / 7.14
⟨S²⟩: 8.7663
Charge: +1
2S+1: 6


Entry 2:
Below is an isolated molecule of C8H19N2O3P in a non-equilibrium geometry, with properties calculated with ωB97M-V/def2-TZVPD.

Element x y z (Å)
H: 1.99 -4.12 0.91
H: -1.33 0.40 1.84
H: -2.12 1.74 -2.29
H: 0.19 1.29 -1.88
C: 0.61 -1.43 -0.15
C: -1.13 2.23 0.63
H: 1.59 0.71 -1.00
P: -2.02 0.78 -3.33
O: -3.33 0.53 -3.92
H: -1.13 1.27 -4.30
H: 0.96 1.86 1.02
N: 2.61 -3.35 1.13
H: 1.02 -2.74 2.32
N: -0.25 -0.26 -0.44
O: -2.35 -0.95 -0.78
C: 0.33 2.07 0.14
C: 1.51 -1.07 1.07
C: -1.42 1.49 1.95
H: -0.77 1.87 2.75
C: 0.51 0.91 -0.91
H: 0.68 3.00 -0.32
H: -2.46 1.69 2.25
H: 0.89 -0.43 1.72
H: -0.02 -2.30 0.09
H: 2.35 -0.44 0.77
H: -1.26 3.31 0.83
H: 3.04 -2.98 0.29
H: -1.88 1.93 -0.11
H: 2.58 -1.95 2.71
C: 1.93 -2.30 1.90
C: -1.35 -0.60 -1.27
H: 1.31 -1.64 -0.97
O: -1.28 -0.53 -2.66

Kohn-Sham gap, eV: 10.05
SMILES string: CCCCN(CCCN)C(=O)O[PH2]=O
Relative energy (zero: lowest compared OMol25 entry of this formula, charge and spin), eV: 2.125


Entry 3:
Below is the ion C8H19N5S with charge +2 in a non-equilibrium geometry, with properties calculated with ωB97M-V/def2-TZVPD.

Element x y z (Å)
H: -0.38 -3.31 -1.15
N: 2.97 1.51 -0.36
C: -0.43 0.39 0.12
C: 1.97 0.70 -0.14
N: 2.18 -0.54 0.38
H: 0.53 1.85 -1.03
H: -2.56 0.82 1.44
H: -3.95 -0.58 -0.90
H: -4.07 1.98 -0.95
H: 4.65 1.31 0.90
C: -2.86 0.77 0.39
S: -1.16 -2.37 -0.58
H: -4.75 -0.22 0.63
C: -3.79 -0.42 0.17
H: 1.93 -3.50 -0.46
C: 1.79 -2.96 0.48
H: -1.73 0.77 -1.39
H: 2.74 -2.95 1.01
H: 2.76 2.45 -0.70
H: 3.11 -0.77 0.71
H: 4.65 0.25 -0.53
C: 1.29 -1.59 0.24
H: -4.28 2.33 0.76
H: 1.06 -3.52 1.07
C: -3.55 2.08 0.00
H: -3.38 -1.32 0.61
H: 4.97 1.97 -0.70
H: -2.84 2.90 -0.07
N: 0.07 -1.31 -0.12
N: -1.62 0.65 -0.39
H: -0.41 0.38 1.22
N: 0.71 1.03 -0.46
C: 4.38 1.23 -0.15

Kohn-Sham gap, eV: 9.04
SMILES string: C/[NH+]=C1/N[C@@H](NC(C)C)N(S)C(C)=[NH+]1
Relative energy (zero: lowest compared OMol25 entry of this formula, charge and spin), eV: 0.000
Charge: +2